(1)
{
  "formula": "C10H6Cl2FIIrN2O2",
  "method": "ωB97M-V with the def2-TZVPD basis set",
  "homo_energy_ev": [-12.2469, -12.1746],
  "total_energy_ha": -2066.5735,
  "total_charge": 1,
  "multiplicity": 5,
  "e_lumo_ev": [-4.488, -6.265],
  "species": ["Ir", "Cl", "C", "C", "C", "Cl", "C", "O", "C", "C", "O", "C", "H", "H", "H", "I", "C", "C", "N", "N", "C", "H", "H", "H", "F"],
  "xyz": [[-1.362, -1.599, 0.132], [5.424, -0.129, -2.195], [3.920, -0.342, -1.385], [3.912, -0.476, 0.009], [2.733, -0.650, 0.694], [2.735, -0.793, 2.408], [1.509, -0.711, 0.002], [0.387, -0.842, 0.680], [1.526, -0.567, -1.406], [0.330, -0.579, -2.187], [-0.829, -0.774, -1.767], [2.744, -0.377, -2.089], [4.845, -0.439, 0.556], [0.422, -0.377, -3.259], [2.745, -0.266, -3.166], [-5.540, 3.027, 0.960], [-3.911, 1.798, 1.183], [-2.957, 1.840, 2.184], [-2.080, 0.858, 1.942], [-2.406, 0.181, 0.828], [-3.524, 0.740, 0.362], [-2.847, 2.501, 3.027], [-1.244, 0.622, 2.453], [-3.995, 0.364, -0.532], [-2.539, -3.010, 0.567]],
  "forces_ev_per_a": [[0.207, -0.245, 0.435], [-0.012, 0.006, -0.012], [-0.042, -0.007, 0.000], [0.016, 0.008, -0.072], [-0.077, -0.003, -0.023], [-0.031, -0.007, -0.043], [0.097, 0.093, -0.075], [-0.106, -0.013, -0.007], [0.076, -0.039, -0.051], [-0.025, 0.098, 0.122], [0.013, -0.076, -0.203], [0.034, -0.013, 0.079], [0.003, 0.000, -0.003], [0.051, -0.001, 0.005], [0.014, 0.003, -0.004], [-0.016, 0.010, -0.003], [0.034, -0.029, 0.034], [-0.015, 0.043, -0.021], [0.051, -0.057, 0.023], [-0.203, 0.051, -0.008], [0.016, 0.041, -0.016], [-0.006, -0.007, 0.007], [0.010, 0.009, -0.010], [-0.008, -0.004, 0.000], [-0.081, 0.140, -0.155]],
  "mulliken_charge": [2.2125, -0.1681, 0.1640, -0.5217, 0.2948, -0.1645, 0.5515, -1.0905, 0.5354, 0.0791, -0.7795, -0.9963, 0.4544, 0.3903, 0.4108, 0.2326, -0.4479, -0.1368, 0.0200, -0.3856, -0.3436, 0.4664, 0.2128, 0.4693, -0.4596]
}


(2)
{
  "formula": "C10H6Cl2MnN2O3Pm",
  "method": "ωB97M-V with the def2-TZVPD basis set",
  "homo_energy_ev": [-22.1080, -22.0437],
  "total_energy_ha": -3398.0100,
  "total_charge": 4,
  "multiplicity": 9,
  "e_lumo_ev": [-15.382, -16.084],
  "species": ["Mn", "Pm", "Cl", "Cl", "C", "C", "C", "O", "O", "O", "N", "C", "N", "C", "C", "C", "C", "C", "C", "H", "H", "H", "H", "H", "H"],
  "xyz": [[-0.107, -0.611, -6.306], [-0.270, -0.663, -1.440], [-1.023, -1.081, -4.156], [1.797, -1.518, -2.388], [-1.283, -2.087, 0.552], [-0.736, 0.117, -7.938], [0.080, -2.311, -7.073], [-1.595, -2.769, 1.453], [-1.056, 0.321, -9.057], [0.333, -3.172, -7.842], [-0.628, 2.355, 1.855], [-0.685, 1.589, 0.731], [-0.103, 0.422, 0.930], [0.293, 0.367, 2.259], [0.864, -0.709, 2.913], [1.198, -0.464, 4.229], [0.940, 0.773, 4.854], [0.303, 1.845, 4.185], [-0.003, 1.580, 2.868], [-1.028, 3.285, 1.995], [-1.176, 1.792, -0.268], [0.984, -1.641, 2.353], [1.678, -1.234, 4.792], [1.183, 0.987, 5.883], [0.040, 2.825, 4.617]],
  "forces_ev_per_a": [[-0.153, 1.029, 3.772], [0.948, -0.372, -0.498], [0.140, 0.421, -0.519], [-0.428, 0.273, 0.726], [-2.052, -4.749, 5.169], [-2.461, 1.427, -9.618], [1.985, -6.936, -6.723], [1.756, 4.060, -5.101], [1.962, -1.006, 7.489], [-1.735, 5.220, 5.341], [-0.192, -0.618, -0.499], [-0.234, 1.219, 0.786], [0.190, -1.023, -0.204], [-0.995, 1.498, -2.173], [0.554, -0.666, 0.753], [0.244, 0.060, 0.634], [0.379, -0.899, 0.393], [-0.845, 1.299, -0.945], [-0.756, 0.565, -1.777], [0.074, -0.182, -0.209], [0.445, 0.756, 1.629], [0.324, 0.110, 0.684], [0.180, -0.333, 0.419], [0.304, -0.486, 0.274], [0.369, -0.666, 0.197]],
  "mulliken_charge": [0.4280, 1.8965, -0.3602, -0.2818, 0.0312, 0.6154, 0.6114, 0.0270, -0.0131, -0.0250, 0.0220, -0.3175, -0.2628, 0.7574, -0.2780, -0.8820, -0.4022, -0.5320, 0.4939, 0.2924, 0.2465, 0.4753, 0.4872, 0.4908, 0.4796]
}


(3)
{
  "formula": "C10H6NO5ReS",
  "method": "ωB97M-V with the def2-TZVPD basis set",
  "homo_energy_ev": [-20.5715, -20.5715],
  "total_energy_ha": -1290.7621,
  "total_charge": 3,
  "multiplicity": 4,
  "e_lumo_ev": [-14.492, -16.195],
  "species": ["O", "C", "Re", "O", "C", "C", "O", "C", "O", "C", "O", "H", "S", "C", "N", "C", "C", "C", "C", "H", "H", "H", "H", "H"],
  "xyz": [[0.259, 4.355, -4.557], [0.386, 3.574, -3.735], [-0.205, -1.014, -1.780], [-2.298, 0.649, -0.173], [-1.534, 0.010, -0.795], [-0.956, -4.322, -0.718], [-1.005, -5.350, -0.226], [1.701, -0.827, -2.215], [2.842, -0.722, -2.441], [-1.112, -1.479, -3.438], [-1.659, -1.705, -4.452], [-0.157, 0.314, -2.417], [0.609, -1.830, 0.347], [0.530, -0.514, 1.502], [-0.680, -0.309, 2.098], [-0.919, 0.771, 2.896], [0.091, 1.684, 3.098], [1.348, 1.488, 2.524], [1.583, 0.371, 1.727], [-1.440, -0.951, 1.872], [-1.929, 0.839, 3.300], [-0.119, 2.577, 3.681], [2.141, 2.218, 2.670], [2.522, 0.171, 1.230]],
  "forces_ev_per_a": [[0.329, -1.793, 1.953], [-0.345, 1.699, -1.920], [0.658, -5.254, 4.846], [3.958, -3.019, -3.151], [-6.192, 4.226, 3.763], [-0.068, -2.621, 1.154], [0.078, 2.869, -1.420], [7.873, 0.308, -2.494], [-5.568, -0.289, 1.208], [-4.110, -1.301, -8.485], [2.899, 1.020, 5.568], [0.255, 3.732, -1.656], [0.286, -0.306, -0.171], [-0.208, 1.331, 0.588], [0.387, 0.478, -0.032], [-0.178, -0.939, -0.479], [0.298, 0.477, 0.111], [-0.190, 0.212, 0.237], [-0.618, -0.929, -0.421], [0.023, 0.116, 0.516], [0.286, 0.064, 0.032], [0.063, -0.167, 0.030], [-0.109, -0.107, 0.055], [0.193, 0.192, 0.167]],
  "mulliken_charge": [-0.1044, 0.1066, 0.7499, -0.1822, 0.4565, 0.1255, -0.0617, 0.4696, -0.1211, 0.5658, -0.0994, -0.0557, -0.0563, 0.5031, -0.0315, -0.1961, -0.5270, -0.3168, -0.4386, 0.3482, 0.4573, 0.4666, 0.4717, 0.4700]
}


Listing energy above the lowest of the compared OMol25 structures with the same formula, charge and spin for the structures above in their given order: 0.0, 0.0, 50.0 kcal per mole.